7
Properties=species:S:1:pos:R:3:forces:R:3:lowdin_charge:R:1 method="wB97M-V/def2-TZVPD" homo_ev=-9.73 smiles="O=C[C@H](F)Br" lumo_energy_ev=0.49 orbital_gap_ev=10.21 spin_multiplicity=1
O 0.69198 1.24356 -1.33793 0.577 -0.020 0.464 0.06
C 0.83420 0.60977 -0.33966 -5.881 -0.378 -1.622 -0.17
C -0.72856 -0.22470 0.24138 4.859 0.494 -1.315 -0.69
F -1.26380 0.44182 1.25631 -0.821 -0.010 -0.226 -0.02
Br -0.02694 -1.93495 0.74847 0.116 -0.701 0.664 0.68
H 1.74380 0.39293 0.10416 1.979 -0.637 1.526 0.07
H -1.25068 -0.52842 -0.67273 -0.829 1.251 0.509 0.07